Entry 1:
{"formula": "C17H24N2O2", "method": "ωB97M-V/def2-TZVPD", "e_homo_ev": -9.100, "elements": ["C", "C", "C", "C", "N", "C", "O", "C", "C", "C", "C", "O", "N", "C", "C", "C", "C", "C", "C", "C", "C", "H", "H", "H", "H", "H", "H", "H", "H", "H", "H", "H", "H", "H", "H", "H", "H", "H", "H", "H", "H", "H", "H", "H", "H"], "coordinates": [[-2.0360, -3.6673, 2.2542], [-0.9122, -2.9933, 1.4751], [-1.0543, -3.1457, -0.0410], [-2.2719, -2.4312, -0.6352], [-2.2049, -0.9973, -0.4699], [-1.8439, -0.1643, -1.4649], [-1.6583, -0.5101, -2.6112], [-1.7198, 1.2970, -1.0190], [-3.0823, 1.9230, -0.6681], [-2.7744, 2.8456, 0.5095], [-1.4891, 2.2916, 1.1040], [-1.0082, 2.5604, 2.1808], [-0.9629, 1.4211, 0.2097], [0.3386, 0.8216, 0.3732], [1.3765, 1.3570, -0.6240], [2.6851, 0.6585, -0.3910], [3.6224, 1.1788, 0.4912], [4.8073, 0.5069, 0.7345], [5.0655, -0.6973, 0.1022], [4.1342, -1.2259, -0.7754], [2.9508, -0.5519, -1.0188], [-2.9946, -3.1921, 2.0613], [-2.1116, -4.7173, 1.9801], [-1.8402, -3.6058, 3.3219], [0.0389, -3.4408, 1.7718], [-0.8651, -1.9357, 1.7455], [-1.1301, -4.2062, -0.2877], [-0.1563, -2.7555, -0.5256], [-2.3113, -2.6150, -1.7113], [-3.1941, -2.7994, -0.1791], [-2.2682, -0.6322, 0.4682], [-1.2355, 1.8489, -1.8363], [-3.7838, 1.1432, -0.3664], [-3.5086, 2.4495, -1.5190], [-2.5741, 3.8680, 0.1835], [-3.5655, 2.8806, 1.2561], [0.2655, -0.2649, 0.2554], [0.6553, 1.0463, 1.3954], [1.0311, 1.1615, -1.6411], [1.4848, 2.4343, -0.4867], [3.4226, 2.1175, 0.9880], [5.5307, 0.9237, 1.4200], [5.9904, -1.2218, 0.2916], [4.3310, -2.1644, -1.2729], [2.2276, -0.9631, -1.7094]], "nbo_charge": [-0.61, -0.40, -0.40, -0.23, -0.63, 0.68, -0.62, -0.13, -0.40, -0.50, 0.69, -0.62, -0.44, -0.22, -0.42, -0.04, -0.16, -0.22, -0.22, -0.20, -0.21, 0.20, 0.20, 0.21, 0.21, 0.19, 0.21, 0.21, 0.24, 0.19, 0.40, 0.21, 0.21, 0.23, 0.23, 0.24, 0.20, 0.24, 0.21, 0.22, 0.20, 0.21, 0.21, 0.21, 0.21]}

---

Entry 2:
{"formula": "C5H10O", "method": "ωB97M-V/def2-TZVPD", "e_homo_ev": -9.881, "elements": ["C", "C", "C", "O", "H", "H", "H", "H", "H", "H", "C", "C", "H", "H", "H", "H"], "coordinates": [[-1.9302, 0.1741, 1.6115], [-0.7424, -0.0769, 0.6802], [0.1624, -1.1505, 1.2289], [1.3648, -1.0720, 1.3219], [-2.4486, -0.7617, 1.8516], [-2.6563, 0.8477, 1.1481], [-1.6021, 0.6263, 2.5533], [-1.0978, -0.4210, -0.3017], [-0.1507, 0.8283, 0.5133], [-0.3641, -2.0723, 1.5651], [1.2197, 1.0044, -2.2949], [1.9356, 0.0209, -1.7609], [0.7743, 1.7848, -1.6807], [1.0548, 1.0798, -3.3672], [2.0969, -0.0590, -0.6880], [2.3835, -0.7530, -2.3806]], "nbo_charge": [-0.61, -0.52, 0.46, -0.53, 0.21, 0.22, 0.21, 0.23, 0.22, 0.10, -0.40, -0.39, 0.19, 0.19, 0.22, 0.19]}

---

Entry 3:
{"formula": "C4H12S2", "method": "ωB97M-V/def2-TZVPD", "e_homo_ev": -8.387, "elements": ["C", "S", "C", "H", "H", "H", "H", "H", "H", "C", "S", "C", "H", "H", "H", "H", "H", "H"], "coordinates": [[2.0455, 0.2460, -2.1012], [2.9465, 0.5573, -0.5244], [2.1802, 2.0992, 0.0780], [2.0837, -0.8155, -2.3113], [1.0402, 0.6433, -2.0278], [2.6232, 0.7903, -2.8409], [1.6209, 1.8966, 0.9881], [1.6292, 2.7105, -0.6293], [2.9876, 2.7543, 0.4279], [-1.3158, -0.5407, 1.5499], [-2.7670, -0.3460, 0.6182], [-3.2778, -2.0677, 0.2479], [-0.5988, -1.1771, 1.0324], [-0.8821, 0.4487, 1.6932], [-1.4853, -0.8707, 2.5813], [-4.3122, -2.1716, 0.5621], [-2.6847, -2.7203, 0.8776], [-3.1912, -2.2097, -0.8208]], "nbo_charge": [-0.72, 0.15, -0.75, 0.23, 0.22, 0.21, 0.21, 0.23, 0.22, -0.78, 0.18, -0.73, 0.22, 0.23, 0.21, 0.22, 0.22, 0.22]}

---

Entry 4:
{"formula": "C5H7N", "method": "ωB97M-V/def2-TZVPD", "e_homo_ev": -9.831, "elements": ["C", "C", "C", "N", "H", "H", "H", "C", "C", "H", "H", "H", "H"], "coordinates": [[0.1007, -1.5692, 0.1756], [1.2538, -1.0808, -0.2741], [2.0905, -0.2579, 0.5536], [2.7576, 0.4171, 1.2182], [-0.5570, -2.1406, -0.4713], [-0.2385, -1.3818, 1.1898], [1.5788, -1.2231, -1.2998], [-1.6923, 0.8838, 0.0679], [-0.6625, 1.5535, -0.4339], [-2.4411, 0.4190, -0.5696], [-1.8119, 0.7416, 1.1399], [0.1128, 1.9762, 0.2019], [-0.5248, 1.6674, -1.5068]], "nbo_charge": [-0.27, -0.34, 0.25, -0.31, 0.21, 0.21, 0.24, -0.40, -0.38, 0.19, 0.19, 0.20, 0.19]}

---

Entry 5:
{"formula": "C26H33HfIN5O2", "method": "ωB97M-V/def2-TZVPD", "e_homo_ev": -10.696, "total_charge": 1, "elements": ["Hf", "C", "N", "C", "C", "C", "N", "C", "C", "C", "C", "C", "C", "C", "O", "C", "C", "C", "N", "C", "C", "C", "C", "C", "C", "C", "O", "H", "H", "H", "H", "H", "H", "H", "H", "H", "H", "H", "H", "H", "H", "H", "H", "H", "H", "H", "H", "H", "H", "H", "H", "H", "C", "C", "N", "C", "C", "N", "H", "H", "H", "H", "H", "H", "I", "C", "H", "H"], "coordinates": [[-0.7105, 0.3198, -0.9300], [-1.6164, -1.8865, -3.1417], [-1.9218, -1.5539, -1.7301], [-1.6414, -2.7695, -0.8880], [-0.2734, -2.8722, -0.1871], [0.9882, -2.4276, -0.9262], [1.0916, -0.9596, -0.9186], [2.2581, -0.4121, -0.8303], [2.5543, 1.0116, -0.7908], [3.8702, 1.3710, -1.1197], [4.2869, 2.6831, -1.0930], [3.3877, 3.6689, -0.6948], [2.0912, 3.3470, -0.3393], [1.6598, 2.0256, -0.3900], [0.3915, 1.7359, -0.0531], [-3.3790, -1.2005, -1.5984], [-3.9116, -0.0324, -2.4424], [-3.4891, 1.4194, -2.0655], [-2.6829, 1.4061, -0.8537], [-3.0291, 2.0501, 0.2040], [-2.5136, 1.8137, 1.5336], [-2.8948, 2.6916, 2.5619], [-2.6301, 2.3979, 3.8784], [-2.0219, 1.1798, 4.1921], [-1.6541, 0.2849, 3.2081], [-1.8540, 0.6058, 1.8627], [-1.4903, -0.2503, 0.9129], [-2.2559, -2.7101, -3.4732], [-0.5758, -2.1912, -3.2301], [-1.7666, -1.0258, -3.7855], [-1.7891, -3.6365, -1.5376], [-2.4044, -2.8118, -0.1122], [-0.1591, -3.9246, 0.0784], [-0.3079, -2.3181, 0.7520], [1.0088, -2.7906, -1.9573], [1.8606, -2.8382, -0.4148], [3.1397, -1.0132, -1.0480], [4.5663, 0.5911, -1.4059], [5.3004, 2.9415, -1.3646], [3.7059, 4.7026, -0.6553], [1.3902, 4.1039, -0.0150], [-3.5584, -0.9988, -0.5422], [-3.9510, -2.0957, -1.8650], [-4.9957, -0.1063, -2.3426], [-3.6965, -0.1931, -3.4991], [-4.3685, 2.0508, -1.9217], [-2.9027, 1.8402, -2.8808], [-3.8525, 2.7651, 0.1288], [-3.4103, 3.6084, 2.3007], [-2.9140, 3.0859, 4.6617], [-1.8466, 0.9264, 5.2301], [-1.1923, -0.6637, 3.4476], [4.8088, -2.3988, 1.8328], [3.6121, -1.6768, 2.3464], [2.8186, -0.8984, 1.6475], [1.8700, -0.4250, 2.5291], [2.0983, -0.9239, 3.7717], [3.2118, -1.7237, 3.6419], [4.8138, -2.3562, 0.7460], [4.8102, -3.4460, 2.1369], [5.7318, -1.9419, 2.1926], [1.0957, 0.2576, 2.2157], [1.5982, -0.7835, 4.7133], [3.6620, -2.2383, 4.3788], [-1.0572, 1.3791, -4.9174], [-0.0553, 1.2234, -3.0193], [0.8848, 0.7388, -3.2988], [0.2061, 2.2678, -2.8261]], "nbo_charge": [2.58, -0.43, -0.57, -0.22, -0.43, -0.23, -0.71, 0.30, -0.17, -0.13, -0.25, -0.14, -0.26, 0.36, -0.87, -0.22, -0.44, -0.24, -0.63, 0.24, -0.25, -0.12, -0.26, -0.13, -0.31, 0.46, -0.89, 0.20, 0.21, 0.24, 0.20, 0.23, 0.24, 0.25, 0.20, 0.22, 0.20, 0.21, 0.23, 0.23, 0.23, 0.23, 0.21, 0.24, 0.23, 0.21, 0.24, 0.19, 0.22, 0.23, 0.22, 0.23, -0.66, 0.36, -0.51, -0.10, -0.09, -0.52, 0.23, 0.23, 0.24, 0.22, 0.22, 0.42, 0.08, -1.22, 0.23, 0.24]}

---

Entry 6:
{"formula": "C5H10O", "method": "ωB97M-V/def2-TZVPD", "e_homo_ev": -8.853, "elements": ["C", "C", "O", "C", "C", "C", "H", "H", "H", "H", "H", "H", "H", "H", "H", "H"], "coordinates": [[1.6507, 1.0333, -0.2734], [0.8554, -0.1463, 0.2480], [0.7279, -1.0624, -0.8354], [-0.6051, 0.0989, 0.7848], [-1.4295, 0.3455, -0.4128], [-1.1583, -1.2437, 0.5149], [2.5967, 0.6483, -0.6716], [1.8612, 1.7743, 0.4991], [1.1231, 1.5138, -1.1062], [1.4089, -0.6578, 1.0475], [-0.1211, -0.8000, -1.2522], [-0.7071, 0.6318, 1.7287], [-2.5076, 0.4034, -0.3375], [-1.0482, 1.1062, -1.1276], [-2.1791, -1.5603, 0.4861], [-0.4679, -2.0851, 0.7078]], "nbo_charge": [-0.63, 0.10, -0.74, -0.33, -0.47, -0.29, 0.22, 0.20, 0.20, 0.17, 0.48, 0.20, 0.21, 0.22, 0.21, 0.23]}

---

Entry 7:
{"formula": "C3H4BaO4", "method": "ωB97M-V/def2-TZVPD", "e_homo_ev": -7.888, "elements": ["C", "C", "O", "C", "O", "O", "O", "Ba", "H", "H", "H", "H"], "coordinates": [[0.8809, -4.7869, 1.8077], [1.3420, -3.4744, 1.2400], [2.5047, -3.7085, 0.3914], [3.1693, -2.6836, -0.1102], [4.1917, -2.9279, -0.8116], [2.8771, -1.4915, 0.1891], [1.6139, -5.4709, 2.4882], [5.3450, -0.4283, -0.8137], [-0.1383, -5.1237, 1.5199], [1.5280, -2.7822, 2.0734], [0.5479, -3.0141, 0.6358], [6.6903, 0.8555, 0.2668]], "nbo_charge": [0.41, -0.17, -0.50, 0.97, -0.85, -0.86, -0.48, 1.79, 0.11, 0.22, 0.19, -0.83]}

---

Entry 8:
{"formula": "C48H49N8O2SSeW", "method": "ωB97M-V/def2-TZVPD", "e_homo_ev": [-15.224, -15.228], "total_charge": 3, "elements": ["W", "C", "C", "N", "C", "C", "C", "C", "C", "C", "C", "C", "C", "N", "C", "H", "H", "H", "H", "H", "H", "H", "H", "N", "C", "C", "C", "C", "C", "C", "C", "C", "N", "C", "H", "H", "H", "H", "H", "H", "H", "H", "C", "C", "C", "C", "C", "C", "C", "S", "O", "O", "N", "C", "C", "C", "C", "C", "N", "H", "H", "H", "H", "H", "H", "H", "H", "H", "H", "H", "C", "C", "C", "C", "N", "C", "Se", "N", "C", "C", "C", "C", "C", "C", "C", "C", "C", "C", "H", "H", "H", "H", "H", "H", "H", "H", "H", "H", "H", "H", "H", "H", "H", "H", "H", "H", "H", "H", "H", "H"], "coordinates": [[1.5399, -0.5076, -0.0663], [-2.3112, -2.7664, 0.7212], [-1.3796, -1.7334, 0.6152], [-0.0728, -1.9355, 0.5002], [0.3579, -3.2317, 0.4721], [-0.5139, -4.3263, 0.4736], [-1.8877, -4.0671, 0.6183], [0.0061, -5.6594, 0.3699], [1.3360, -5.8796, 0.3446], [2.2511, -4.7804, 0.4451], [3.6375, -4.9547, 0.5885], [4.4467, -3.8563, 0.7721], [3.8842, -2.5841, 0.7201], [2.5776, -2.3834, 0.5586], [1.7672, -3.4686, 0.4844], [-3.3555, -2.5153, 0.8431], [-1.7130, -0.7100, 0.5923], [-2.5889, -4.8913, 0.6533], [-0.6965, -6.4814, 0.3341], [1.7362, -6.8828, 0.2842], [4.0563, -5.9533, 0.5751], [5.5120, -3.9570, 0.9220], [4.5120, -1.7059, 0.7899], [2.2551, -0.0963, 2.0032], [3.0547, 1.1127, 2.1418], [3.6898, 1.4842, 3.2904], [4.3980, 2.7047, 3.3383], [4.4396, 3.5273, 2.2487], [3.7878, 3.1589, 1.0462], [3.7814, 3.9569, -0.1197], [3.1316, 3.5162, -1.2419], [2.4873, 2.2741, -1.2138], [2.4599, 1.5054, -0.1355], [3.1006, 1.9319, 1.0000], [2.7544, -0.8980, 2.3789], [1.4004, 0.0068, 2.5495], [3.6452, 0.8567, 4.1729], [4.8994, 2.9832, 4.2545], [4.9729, 4.4685, 2.2868], [4.2927, 4.9116, -0.1106], [3.1084, 4.0965, -2.1526], [1.9770, 1.8972, -2.0939], [-3.1083, -4.8032, -5.4399], [-2.1849, -3.8343, -4.7669], [-2.3796, -3.4517, -3.4388], [-1.5339, -2.5455, -2.8268], [-0.4795, -2.0084, -3.5523], [-0.2676, -2.3600, -4.8838], [-1.1175, -3.2743, -5.4745], [0.6173, -0.8844, -2.8142], [-0.0755, -0.1912, -1.6902], [1.2205, -0.0730, -3.8226], [1.7217, -1.6703, -1.9127], [3.0518, -1.3567, -2.2257], [3.8294, -1.6981, -3.3162], [5.1090, -1.1721, -3.3546], [5.5651, -0.3468, -2.3249], [4.7284, -0.0676, -1.2672], [3.4938, -0.5887, -1.2252], [-3.8516, -5.1987, -4.7511], [-2.5501, -5.6383, -5.8639], [-3.6320, -4.3143, -6.2628], [-3.2168, -3.8623, -2.8882], [-1.7093, -2.2341, -1.8074], [0.5374, -1.9094, -5.4485], [-0.9626, -3.5510, -6.5096], [3.4370, -2.3271, -4.1021], [5.7599, -1.3937, -4.1898], [6.5587, 0.0767, -2.3527], [5.0326, 0.5666, -0.4429], [0.3092, 3.2878, 4.3134], [-1.1810, 3.4236, 4.0265], [-1.9984, 2.2235, 4.5006], [-1.8269, 0.9723, 3.6428], [-2.4765, 1.1097, 2.3336], [-1.9114, 1.3803, 1.1423], [-0.0600, 1.6327, 0.8286], [-2.8724, 1.5213, 0.2207], [-2.7053, 1.9433, -1.1794], [-3.0923, 3.4036, -1.3742], [-2.1593, 4.3812, -0.6696], [-2.5760, 5.8292, -0.8882], [-4.1085, 1.3383, 0.8293], [-5.4044, 1.3669, 0.3148], [-6.4229, 1.1283, 1.2115], [-6.1694, 0.8660, 2.5701], [-4.8888, 0.8338, 3.0779], [-3.8578, 1.0806, 2.1720], [0.8449, 4.2013, 4.0535], [0.7638, 2.4727, 3.7446], [0.4820, 3.0975, 5.3746], [-1.3499, 3.5925, 2.9565], [-1.5609, 4.3179, 4.5218], [-3.0594, 2.4766, 4.5466], [-1.7055, 1.9623, 5.5207], [-2.2732, 0.0985, 4.1188], [-0.7755, 0.7553, 3.4608], [-3.3190, 1.2751, -1.7843], [-1.6604, 1.7680, -1.4381], [-4.1193, 3.5637, -1.0353], [-3.0959, 3.5989, -2.4494], [-1.1365, 4.2225, -1.0275], [-2.1432, 4.1673, 0.4062], [-2.5710, 6.0843, -1.9486], [-1.9035, 6.5169, -0.3773], [-3.5835, 6.0088, -0.5107], [-5.6064, 1.5724, -0.7269], [-7.4475, 1.1466, 0.8668], [-7.0059, 0.6884, 3.2316], [-4.7039, 0.6344, 4.1240]], "lowdin_charge": [1.54, -0.01, -0.11, -0.01, -0.14, -0.12, 0.04, 0.02, 0.02, -0.11, 0.06, 0.01, -0.09, -0.04, -0.14, 0.13, 0.07, 0.14, 0.14, 0.14, 0.14, 0.13, 0.12, -0.03, -0.25, 0.02, -0.02, 0.02, -0.12, 0.06, 0.01, -0.10, -0.18, -0.23, 0.11, 0.07, 0.14, 0.13, 0.14, 0.14, 0.13, 0.12, -0.02, -0.23, -0.01, -0.05, -0.29, -0.03, 0.00, 0.67, -0.46, -0.23, -0.20, -0.39, 0.04, 0.00, -0.01, -0.10, -0.03, 0.08, 0.10, 0.10, 0.12, 0.08, 0.12, 0.13, 0.13, 0.13, 0.13, 0.13, -0.10, -0.24, -0.16, -0.13, 0.00, -0.59, 0.94, 0.00, -0.13, -0.17, -0.27, -0.09, -0.13, 0.02, -0.04, -0.04, 0.01, -0.14, 0.08, 0.02, 0.09, 0.09, 0.12, 0.11, 0.13, 0.13, 0.08, 0.14, 0.08, 0.12, 0.13, 0.10, 0.09, 0.08, 0.08, 0.08, 0.12, 0.12, 0.12, 0.12]}

---

Quick rundown of relative energy (zero: lowest compared OMol25 entry of this formula, charge and spin), same order as above: 0.318; 1.442; 0.751; 2.138; 0.000; 4.174; 0.257; 0.212 eV